No. 1
Below is C7H14 in the gas phase, with properties calculated with ωB97M-V/def2-TZVPD.

ORCA input file:
```
! wB97M-V def2-TZVPD RIJCOSX def2/J DEFGRID3
* xyz 0 1
C 0.6170 -1.4905 1.3642
C 0.5874 -0.9606 -0.0554
C 0.9327 0.4598 -0.4647
C 1.3667 1.5499 0.4937
C -0.4951 -0.0246 -0.5348
C -1.4971 0.5089 0.4700
C -1.0927 -0.2999 -1.8996
H 1.3961 -2.2482 1.4832
H -0.3366 -1.9584 1.6236
H 0.8073 -0.7150 2.1076
H 0.8792 -1.7087 -0.7922
H 1.4302 0.5287 -1.4327
H 0.8160 2.4786 0.3035
H 2.4325 1.7681 0.3739
H 1.2078 1.2882 1.5437
H -2.3220 -0.2012 0.6077
H -1.9284 1.4554 0.1210
H -1.0520 0.6927 1.4523
H -0.3200 -0.6009 -2.6158
H -1.8318 -1.1090 -1.8456
H -1.5971 0.5867 -2.3036
*
```

## Properties
lowest unoccupied orbital energy = 1.1 eV
structure (SMILES) = C[C@@H]1[C@H](C)C1(C)C
HOMO level = -9.4385 eV
HOMO-LUMO gap = 10.5 eV

No. 2
Below is a molecular structure, C7H14 in a non-equilibrium geometry, with properties calculated with ωB97M-V/def2-TZVPD.

ORCA input file:
```
! wB97M-V def2-TZVPD RIJCOSX def2/J DEFGRID3
* xyz 0 1
C 0.3322 -2.0651 1.6821
C -0.4076 -2.1050 0.3834
C 0.3680 -1.2881 -0.5282
C -0.2628 -0.0582 -0.8745
C -1.5517 0.2790 -0.6708
C 0.0979 1.0005 -1.6690
C 1.6610 1.2053 -2.0639
H 1.2605 -2.6015 1.4485
H 0.6138 -1.0075 1.9362
H -0.2849 -2.5105 2.4988
H -1.5160 -1.8159 0.2487
H -0.4403 -3.0900 -0.0688
H 1.3650 -1.6083 -0.7583
H -1.0055 4.6594 3.4431
H -2.0648 -0.0280 0.2035
H -2.0139 1.0924 -1.0970
H -0.5454 1.8176 -1.9946
H -1.3553 4.3610 4.0942
H 1.7198 2.1034 -2.5976
H 2.0243 0.4035 -2.5804
H 2.0059 1.2560 -1.0354
*
```

## Properties
lowest unoccupied orbital energy = -1.2 eV
HOMO level = -6.0139 eV
HOMO-LUMO gap = 4.8 eV

No. 3
Below is C7H14 in the gas phase in a non-equilibrium geometry, with properties calculated with ωB97M-V/def2-TZVPD.

ORCA input file:
```
! wB97M-V def2-TZVPD RIJCOSX def2/J DEFGRID3
* xyz 0 1
C -0.3601 2.1187 -0.3651
C 0.4890 0.9028 -0.7182
C -0.1538 -0.4484 -0.4019
C -1.3897 -0.7404 -1.2314
C 0.8360 -1.5470 -0.3218
C -0.1404 -0.9944 0.9968
C 0.6428 -0.2495 2.0614
H 0.1638 3.0430 -0.6311
H -1.3137 2.1112 -0.9038
H -0.5791 2.1486 0.7079
H 0.6989 0.9031 -1.7978
H 1.4670 0.9836 -0.2299
H -1.1417 -0.7206 -2.2998
H -2.1805 -0.0065 -1.0426
H -1.7910 -1.7256 -0.9743
H 0.5756 -2.4494 -0.8876
H 1.8915 -1.3450 -0.2163
H 0.1888 -2.1076 0.8884
H 0.0213 0.5549 2.4808
H 1.5754 0.2179 1.7148
H 0.8793 -0.9184 2.8928
*
```

## Properties
lowest unoccupied orbital energy = 1.0 eV
structure (SMILES) = CC[C@@]1(C)C[C@H]1C
HOMO level = -7.9283 eV
HOMO-LUMO gap = 9.0 eV

No. 4
Below is 2 unconnected molecules or ions with the total composition C7H14, with properties calculated with ωB97M-V/def2-TZVPD.

ORCA input file:
```
! wB97M-V def2-TZVPD RIJCOSX def2/J DEFGRID3
* xyz 0 1
C -1.0806 0.5176 -1.5904
C -0.5918 0.9045 -0.4118
C 0.4200 2.0152 -0.3012
C -0.9996 0.2894 0.9062
C -1.8021 -1.0037 0.8217
H -0.7706 1.0019 -2.5144
H -1.8130 -0.2799 -1.6832
H 0.7643 2.3508 -1.2846
H 1.2932 1.6812 0.2744
H -0.0019 2.8805 0.2269
H -0.0860 0.1026 1.4852
H -1.5623 1.0434 1.4761
H -1.9924 -1.4035 1.8232
H -1.2503 -1.7629 0.2551
H -2.7708 -0.8557 0.3321
C 2.1573 -1.2816 0.6656
C 1.8326 -1.2401 -0.6214
H 2.8422 -0.5611 1.1070
H 1.7511 -2.0381 1.3331
H 2.2328 -0.4826 -1.2910
H 1.1409 -1.9535 -1.0617
*
```

## Properties
lowest unoccupied orbital energy = 1.1 eV
structure (SMILES) = C=C(C)CC.C=C
HOMO level = -9.2091 eV
HOMO-LUMO gap = 10.3 eV

No. 5
Below is C7H14 in the gas phase in a non-equilibrium geometry, with properties calculated with ωB97M-V/def2-TZVPD.

ORCA input file:
```
! wB97M-V def2-TZVPD RIJCOSX def2/J DEFGRID3
* xyz 0 1
C -1.1391 -0.5783 -2.1520
C -1.2961 0.3238 -1.1634
C -1.8408 1.7173 -1.4790
C -0.4594 0.2665 0.1065
C 0.4235 -0.9803 0.2479
C 1.1513 -1.2762 1.5617
C 1.9707 -0.0609 2.0353
H -1.5508 -0.5992 -3.1593
H -0.1926 -1.1292 -2.1190
H -1.3596 2.1322 -2.3727
H -1.4465 2.4754 -0.7827
H -2.9338 1.7036 -1.5161
H 0.0473 1.2293 0.1081
H -1.1007 0.2835 1.0073
H 1.1760 -0.7525 -0.5205
H -0.0157 -1.9020 -0.1376
H 1.7901 -2.1573 1.5127
H 0.3536 -1.4595 2.2777
H 2.3999 -0.3027 3.0107
H 2.7382 0.2940 1.3361
H 1.2845 0.7726 2.1984
*
```

## Properties
lowest unoccupied orbital energy = 1.1 eV
structure (SMILES) = C=C(C)CCCC
HOMO level = -8.8981 eV
HOMO-LUMO gap = 10.0 eV

No. 6
Below is C7H14 in the gas phase in a non-equilibrium geometry, with properties calculated with ωB97M-V/def2-TZVPD.

ORCA input file:
```
! wB97M-V def2-TZVPD RIJCOSX def2/J DEFGRID3
* xyz 0 1
C 0.9818 -0.3085 1.4486
C 0.7961 0.9165 0.4349
C 2.1974 1.3603 -0.0250
C -0.0910 0.5237 -0.7512
C -1.3939 -0.0653 -0.2798
C -2.2765 -0.8172 -1.2228
C -1.5380 -1.5521 -0.1382
H 1.2294 -1.2664 0.9507
H 1.7935 -0.1733 2.1913
H 0.0749 -0.4909 2.0315
H 0.3246 1.7391 0.9914
H 2.5615 2.3421 0.3059
H 2.6744 0.5932 0.5514
H 2.4501 1.2267 -1.0871
H -0.2844 1.3826 -1.4152
H 0.4523 -0.2087 -1.3714
H -1.8897 0.5353 0.4831
H -3.3503 -0.6953 -1.1287
H -1.9203 -0.9322 -2.2434
H -0.6922 -2.1699 -0.4327
H -2.0999 -1.9397 0.7066
*
```

## Properties
lowest unoccupied orbital energy = 1.2 eV
structure (SMILES) = CC(C)CC1CC1
HOMO level = -10.0495 eV
HOMO-LUMO gap = 11.3 eV